No. 1
A structure of composition C46H42I2NO6PPmS in a non-equilibrium geometry. Source: the OMol25 dataset; level of theory: ωB97M-V/def2-TZVPD.

Geometry as XYZ:
```
100
Properties=species:S:1:pos:R:3:forces:R:3:mulliken_spin:R:1
Pm 0.048 0.026 -0.259 -1.34 1.92 0.07 4.0070
C 0.823 3.503 -0.166 -0.02 -0.09 0.12 0.0023
O 0.955 2.300 0.604 0.07 -0.14 -0.04 -0.0019
C 0.536 2.417 1.961 0.11 0.13 -0.22 0.0056
C -0.963 2.567 2.036 -0.30 0.08 -0.11 -0.0024
O -1.534 1.585 1.172 0.06 -0.16 0.10 0.0115
C -2.850 1.902 0.718 0.17 0.20 0.32 -0.0002
C -3.405 0.719 -0.004 -0.08 -0.22 -0.25 -0.0004
O -2.525 0.412 -1.076 -0.02 -0.02 0.10 -0.0015
C -3.159 -0.304 -2.132 0.07 0.02 0.13 0.0017
H 1.430 4.289 0.286 -0.01 0.04 -0.01 0.0000
H 1.177 3.279 -1.166 0.01 0.01 -0.02 -0.0005
H -0.223 3.812 -0.223 0.01 0.05 -0.04 -0.0005
H 0.851 1.495 2.443 0.08 -0.08 0.01 -0.0025
H 1.030 3.266 2.439 0.01 0.03 0.04 0.0000
H -1.310 2.414 3.062 -0.03 0.02 0.02 -0.0001
H -1.291 3.557 1.710 0.02 0.05 0.00 -0.0003
H -3.491 2.144 1.570 -0.01 0.02 0.03 0.0001
H -2.790 2.769 0.054 -0.04 0.03 -0.04 0.0001
H -3.496 -0.145 0.658 -0.01 -0.03 0.04 -0.0006
H -4.397 0.975 -0.388 -0.01 0.02 -0.03 0.0003
H -4.022 0.257 -2.492 -0.05 -0.01 -0.03 0.0001
H -2.437 -0.403 -2.937 0.02 0.00 -0.02 -0.0012
H -3.475 -1.295 -1.794 -0.02 -0.02 -0.01 -0.0001
I -0.078 3.304 -4.558 -0.01 0.28 0.12 0.0000
C 0.158 1.254 -4.526 0.16 -0.25 -0.68 -0.0009
C 0.363 0.585 -5.760 -0.06 0.27 0.31 0.0011
C 0.484 -0.769 -5.819 -0.06 -0.05 0.41 -0.0021
I 0.841 -1.654 -7.653 0.05 -0.16 -0.26 -0.0001
C 0.348 -1.534 -4.623 0.06 -0.18 -0.29 0.0014
C 0.371 -2.948 -4.586 0.02 0.07 -0.12 -0.0023
C 0.183 -3.614 -3.412 -0.02 -0.02 0.07 0.0011
C -0.023 -2.866 -2.244 -0.05 -0.13 0.01 -0.0031
N -0.040 -1.556 -2.224 0.24 0.47 -0.57 0.0091
C 0.158 -0.862 -3.402 -0.16 -0.26 0.29 0.0007
C 0.113 0.579 -3.329 -0.04 0.04 0.55 -0.0067
O 0.012 1.163 -2.161 -0.01 -0.12 -0.90 -0.0066
H 0.426 1.175 -6.664 0.01 0.01 0.01 0.0004
H 0.536 -3.492 -5.508 -0.01 0.01 0.02 -0.0002
H 0.193 -4.695 -3.367 -0.01 0.04 0.00 0.0002
H -0.169 -3.371 -1.295 0.02 0.02 0.03 -0.0006
O 1.393 -1.573 0.485 0.74 -1.51 0.38 -0.0023
C 1.810 -0.699 1.293 0.04 0.04 -0.03 -0.0121
C 3.271 -0.736 1.456 0.06 0.09 0.07 0.0075
C 3.939 -1.107 2.618 0.09 0.02 -0.10 0.0042
C 5.325 -1.097 2.633 0.00 0.02 -0.06 0.0000
C 6.032 -0.687 1.506 -0.04 -0.02 0.07 -0.0003
C 5.353 -0.286 0.366 0.04 0.06 -0.18 0.0020
C 3.960 -0.296 0.314 0.16 -0.02 -0.01 0.0014
P 3.009 0.264 -1.184 0.53 -0.06 0.39 -0.0021
C 3.800 -0.717 -2.509 0.04 -0.04 0.02 -0.0036
C 4.850 -0.269 -3.305 0.08 0.06 -0.13 0.0001
C 5.401 -1.098 -4.278 -0.08 0.00 0.06 -0.0004
C 4.914 -2.386 -4.457 -0.01 0.03 0.03 -0.0001
C 3.880 -2.848 -3.653 0.05 0.07 0.00 -0.0002
C 3.330 -2.016 -2.691 0.00 -0.12 -0.02 0.0024
C 3.594 1.968 -1.451 0.08 0.00 -0.02 -0.0055
C 4.210 2.718 -0.452 0.06 0.08 0.04 0.0017
C 4.534 4.053 -0.670 -0.08 -0.03 -0.09 -0.0003
C 4.235 4.654 -1.886 0.00 -0.03 0.06 0.0004
C 3.608 3.917 -2.882 -0.02 -0.06 -0.01 -0.0006
C 3.286 2.584 -2.665 0.01 0.06 -0.06 0.0020
H 3.374 -1.426 3.487 0.01 0.02 -0.03 -0.0002
H 5.859 -1.409 3.523 -0.01 0.01 -0.02 0.0002
H 7.114 -0.676 1.518 -0.01 0.00 0.00 -0.0002
H 5.913 0.040 -0.504 0.00 -0.02 0.03 0.0001
H 5.241 0.734 -3.179 -0.02 -0.01 0.00 -0.0001
H 6.214 -0.736 -4.895 -0.02 0.01 0.02 0.0000
H 5.341 -3.029 -5.216 0.00 0.03 0.02 0.0000
H 3.500 -3.856 -3.776 0.02 0.04 0.00 0.0000
H 2.536 -2.392 -2.059 -0.04 0.02 0.06 0.0001
H 4.445 2.268 0.504 -0.01 -0.02 -0.03 0.0004
H 5.024 4.622 0.111 -0.01 -0.02 -0.02 0.0000
H 4.489 5.693 -2.057 -0.01 -0.03 0.00 0.0000
H 3.359 4.377 -3.831 0.01 -0.01 0.03 0.0000
H 2.788 2.027 -3.454 0.01 -0.02 0.05 -0.0002
O -1.372 -1.309 1.095 -0.05 -1.18 0.31 -0.0031
S -0.987 -2.774 1.381 -0.12 0.70 -0.08 0.0012
C -2.496 -3.537 1.878 -0.31 0.02 -0.05 0.0000
C -2.665 -4.876 1.567 -0.16 -0.04 0.09 -0.0006
C -3.848 -5.504 1.941 0.05 0.01 -0.02 -0.0002
C -4.835 -4.784 2.595 0.00 0.08 0.02 0.0000
C -4.652 -3.433 2.888 0.01 -0.04 -0.02 -0.0002
C -3.475 -2.795 2.531 -0.07 -0.21 0.04 0.0004
C -0.166 -2.755 2.959 0.06 0.10 -0.02 0.0021
C -0.171 -1.601 3.723 0.04 -0.12 0.16 -0.0013
C 0.495 -1.618 4.942 0.01 0.00 -0.03 0.0015
C 1.153 -2.766 5.365 -0.01 -0.02 -0.05 -0.0005
C 1.152 -3.910 4.574 -0.01 0.02 0.00 0.0007
C 0.492 -3.909 3.354 0.05 0.04 0.09 -0.0003
H -1.892 -5.426 1.043 -0.01 0.05 -0.01 0.0000
H -3.998 -6.550 1.709 -0.01 0.02 0.01 -0.0001
H -5.759 -5.273 2.875 0.02 0.02 0.00 0.0000
H -5.432 -2.881 3.398 0.02 -0.02 -0.02 0.0000
H -3.317 -1.748 2.754 0.04 -0.03 -0.04 -0.0001
H -0.683 -0.715 3.370 0.02 -0.02 -0.04 -0.0014
H 0.505 -0.729 5.561 0.00 -0.02 0.00 0.0001
H 1.672 -2.772 6.314 -0.01 0.01 -0.01 -0.0001
H 1.670 -4.802 4.901 0.00 0.03 0.01 0.0001
H 0.497 -4.794 2.727 0.00 0.06 0.00 -0.0002
```
Forces are in eV/Å.

## Properties
Strongest force on any atom, eV Å⁻¹: 2.345
Electronic energy, eV: -115035.27147
Net charge: +1
2S+1: 5
<S²>: 6.005
Lowest unoccupied orbital energy (spin up / spin down), Eh: -0.0858 / -0.0849

No. 2
A structure of composition C46H43BClN10O5TeV in a non-equilibrium geometry. Source: the OMol25 dataset; level of theory: ωB97M-V/def2-TZVPD.

Geometry as XYZ:
```
108
Properties=species:S:1:pos:R:3:forces:R:3:mulliken_spin:R:1
V 0.031 1.575 0.536 0.39 0.05 0.32 -0.0708
C 2.911 2.632 3.470 -0.01 0.01 -0.01 0.0003
C 2.094 2.757 2.347 0.16 -0.12 0.27 -0.0025
N 1.413 1.633 2.140 0.57 0.08 0.41 0.0055
N 1.760 0.764 3.136 -0.01 0.25 0.21 0.0009
C 2.670 1.357 3.932 -0.04 0.14 -0.16 0.0006
B 1.317 -0.748 3.220 -0.35 -0.23 -0.32 -0.0029
N -0.183 -0.976 3.607 -0.08 0.15 0.22 -0.0013
C -0.725 -0.832 4.837 -0.12 0.08 -0.07 0.0001
C -1.992 -1.372 4.815 -0.06 0.10 0.08 -0.0002
C -2.140 -1.833 3.498 0.05 0.07 0.02 0.0006
N -1.054 -1.595 2.781 -0.05 -0.09 -0.17 -0.0005
N 1.495 -1.288 1.853 0.33 -0.30 -0.14 0.0132
C 1.208 -2.356 1.300 -0.06 0.12 0.84 -0.0109
C 0.395 -3.555 -0.758 0.30 1.81 0.04 0.0078
C 0.466 -1.062 -0.765 -0.05 0.08 -1.11 -0.0190
N 0.301 0.039 0.124 -0.21 -0.13 0.58 -0.0424
N 2.158 -1.453 4.319 0.25 -0.01 0.00 -0.0005
C 2.816 -2.627 4.219 0.04 0.03 -0.10 -0.0001
C 3.256 -2.983 5.474 0.01 -0.04 0.07 0.0000
C 2.807 -1.939 6.298 0.03 -0.03 -0.12 -0.0003
N 2.150 -1.028 5.597 -0.04 -0.01 0.19 0.0003
H 3.574 3.370 3.887 0.01 -0.01 0.00 -0.0001
H 1.951 3.614 1.715 0.00 -0.07 -0.11 0.0006
H 3.083 0.840 4.778 -0.05 -0.05 0.00 -0.0007
H -0.164 -0.385 5.639 0.01 0.04 -0.02 0.0000
H -2.698 -1.424 5.626 0.01 0.02 0.00 -0.0002
H -2.985 -2.331 3.047 -0.02 0.03 -0.05 0.0002
H 0.975 -3.312 1.799 -0.09 0.13 -0.04 -0.0001
H 0.592 -3.884 -1.772 0.15 -0.13 0.11 -0.0028
H -0.557 -1.392 -1.004 0.13 -0.05 0.05 0.0126
H 2.942 -3.116 3.268 -0.04 0.01 -0.01 -0.0004
H 3.811 -3.861 5.758 0.02 0.00 -0.05 -0.0001
H 2.940 -1.812 7.361 -0.02 0.02 0.01 0.0000
O -1.523 4.583 -0.903 0.02 -0.20 -0.21 -0.0004
Cl -1.225 4.706 0.488 -0.58 1.14 -0.09 0.0001
O -0.727 6.017 0.777 0.16 0.11 0.05 0.0001
O -0.156 3.770 0.852 0.37 -0.69 0.01 0.0015
O -2.384 4.436 1.280 -0.10 -0.22 0.15 0.0005
C -1.448 3.023 5.049 -0.11 -0.04 -0.07 -0.0021
C -2.811 2.793 4.946 0.12 0.02 0.02 0.0009
C -3.296 2.195 3.804 -0.01 -0.10 0.03 -0.0056
C -2.412 1.828 2.782 0.00 0.01 0.42 0.0021
N -1.105 2.061 2.886 -0.32 -0.35 -0.54 0.0020
C -0.648 2.646 3.986 0.28 0.01 0.16 0.0009
C -2.889 1.332 1.489 -0.26 -0.17 -0.24 0.0119
C -4.218 0.922 1.368 0.06 -0.13 0.08 0.0110
C -4.826 0.788 0.134 -0.06 0.02 0.00 -0.0027
C -4.100 1.143 -0.989 0.02 0.00 0.04 0.0250
C -2.754 1.459 -0.859 -0.01 0.10 -0.19 0.1204
C -2.069 1.464 0.351 -0.20 0.11 0.14 -0.0624
H -1.008 3.495 5.916 0.00 0.02 -0.02 -0.0001
H -3.488 3.104 5.732 0.00 -0.04 0.01 0.0002
H -4.359 2.048 3.698 0.01 0.00 -0.09 -0.0002
H 0.413 2.843 4.036 0.06 -0.05 -0.09 0.0005
H -4.789 0.695 2.260 -0.02 0.08 0.01 0.0008
H -5.862 0.479 0.066 0.01 -0.02 -0.03 0.0004
H -4.564 1.151 -1.969 -0.01 0.04 0.00 -0.0017
H -2.242 1.792 -1.750 0.01 0.04 0.04 -0.0390
C -2.196 -5.178 -5.832 0.04 0.08 0.02 0.0025
C -1.785 -3.900 -5.151 -0.01 0.04 0.04 -0.0083
C -2.496 -3.390 -4.077 0.07 -0.09 -0.08 0.0035
C -2.136 -2.193 -3.459 -0.02 0.10 0.17 -0.0313
C -3.008 -1.718 -2.324 0.14 -0.08 -0.16 -0.0390
C -1.020 -1.482 -3.915 -0.41 0.12 0.28 0.0910
Te -0.426 0.565 -3.072 0.73 -0.67 -0.40 0.6772
N 0.044 2.041 -1.412 -0.34 0.28 -0.07 0.1313
C 1.237 2.579 -1.375 0.12 0.26 -0.52 -0.0106
O 1.902 2.417 -0.306 -0.50 0.05 0.24 0.0256
C 1.885 3.370 -2.476 0.19 -0.03 0.04 -0.0035
C 1.314 3.579 -3.727 -0.06 0.02 0.13 0.0095
C 2.027 4.223 -4.728 0.00 0.00 -0.04 -0.0011
C 3.297 4.717 -4.471 0.01 0.02 0.00 0.0017
C 3.851 4.566 -3.207 0.04 0.00 -0.04 0.0006
C 3.156 3.886 -2.222 0.01 -0.09 -0.03 -0.0021
C 1.066 -0.464 -2.019 -0.52 0.26 0.38 0.1338
C 2.355 -0.062 -2.210 -0.04 -0.21 -0.07 -0.0847
C 3.516 -0.550 -1.600 0.17 -0.63 0.35 0.0563
C 3.635 -1.760 -0.892 0.32 0.88 -1.05 -0.0065
C 2.653 -2.607 -0.492 -0.90 -0.97 0.40 0.0305
C 1.190 -2.404 -0.246 -0.10 -1.18 -0.76 0.0041
C -0.866 -3.976 -0.089 0.44 -0.14 0.06 0.0010
C -0.295 -1.988 -5.000 0.29 0.17 -0.08 -0.0413
C 0.918 -1.292 -5.579 -0.17 -0.08 0.07 0.0221
C -0.686 -3.181 -5.598 -0.05 -0.05 0.05 0.0176
H -2.988 -5.681 -5.279 0.00 -0.02 -0.01 0.0005
H -1.349 -5.860 -5.921 -0.02 -0.03 -0.01 -0.0004
H -2.562 -4.971 -6.840 -0.01 -0.05 -0.01 -0.0006
H -3.362 -3.932 -3.709 -0.01 0.02 0.03 -0.0015
H -3.134 -2.501 -1.575 0.00 0.01 0.04 0.0016
H -4.003 -1.463 -2.696 0.00 0.07 0.05 -0.0012
H -2.594 -0.841 -1.838 -0.10 -0.03 0.08 0.0406
H 0.302 3.261 -3.915 -0.11 -0.08 -0.01 0.0095
H 1.591 4.335 -5.713 -0.05 0.07 0.03 -0.0004
H 3.849 5.229 -5.250 0.00 -0.01 -0.01 0.0003
H 4.836 4.966 -2.998 -0.01 0.00 0.02 0.0001
H 3.586 3.733 -1.241 -0.02 -0.03 0.01 0.0002
H 2.520 0.682 -2.985 0.02 0.06 0.02 0.0108
H 4.439 -0.035 -1.836 -0.02 0.06 0.03 -0.0012
H 4.652 -2.111 -0.746 -0.01 0.03 0.09 -0.0001
H 2.983 -3.573 -0.120 -0.02 0.13 0.20 0.0070
H -0.727 -4.886 0.510 -0.04 0.00 0.12 0.0002
H -1.636 -4.214 -0.827 0.06 0.00 -0.06 0.0006
H -1.225 -3.196 0.591 0.02 -0.01 0.05 -0.0001
H 1.145 -0.372 -5.045 0.15 -0.03 -0.13 -0.0019
H 0.744 -1.052 -6.630 0.02 0.06 0.00 0.0011
H 1.788 -1.948 -5.530 0.04 0.05 0.05 0.0005
H -0.113 -3.561 -6.440 0.03 0.03 0.00 0.0038
```
Forces are in eV/Å.

## Properties
Strongest force on any atom, eV Å⁻¹: 1.837
Electronic energy, eV: -119707.83648
Net charge: -1
2S+1: 2
<S²>: 0.758
Lowest unoccupied orbital energy (spin up / spin down), Eh: 0.0147 / 0.0008